Density functional theory data (wB97M-V/def2-TZVPD) for C3H6N2O2 in the gas phase.

Results
E_HOMO in eV: -8.883
M in g mol⁻¹: 102.1
Energy above the lowest of the compared OMol25 structures with the same formula, charge and spin in kcal per mole: 132.1
2S+1: 1
LUMO in eV: 0.83
Kohn-Sham gap in eV: 9.7
SMILES string: CC(=O)OC1NN1
E in eV: -10279.06928

The geometry in XYZ format:
```
13
Properties=species:S:1:pos:R:3:forces:R:3:lowdin_charge:R:1
C -0.5913 -0.6017 1.5987 1.1 -0.4 0.4 0.0026
C -0.8290 0.1636 0.3342 -1.9 -0.5 -1.0 -0.3853
O -1.6472 1.0202 0.2227 -0.1 -0.8 0.0 0.0955
O -0.4992 -0.9384 -0.8898 0.2 0.7 1.3 -0.0329
C 0.4545 -0.2541 -1.5341 -1.2 2.0 -0.8 -0.4142
N 0.4595 1.0981 -1.0008 0.8 -1.5 1.6 0.0114
N 1.6724 0.2933 -0.9626 0.7 0.1 0.0 0.0725
H -0.0021 -1.5023 1.4452 0.1 0.1 -0.2 0.0795
H -0.1057 -0.0046 2.3703 -0.1 0.2 -0.1 0.0912
H -1.5481 -0.9404 1.9933 -0.2 0.3 -0.2 0.0984
H 0.5128 -0.4178 -2.6081 0.0 -0.1 0.1 0.1477
H 0.3136 2.0994 -0.9697 0.6 -0.1 -1.1 0.1413
H 1.8098 -0.0154 0.0008 -0.1 -0.1 -0.1 0.0922
```
Positions in Å, forces in eV/Å.

Density functional theory data (wB97M-V/def2-TZVPD) for C14H18F2N2O3 in the gas phase.

Results
E_HOMO in eV: -8.974
M in g mol⁻¹: 300.3
Energy above the lowest of the compared OMol25 structures with the same formula, charge and spin in kcal per mole: 5.7
2S+1: 1
LUMO in eV: 0.34
Kohn-Sham gap in eV: 9.3
SMILES string: CC[C@@H](C)NC(=O)CO/N=C/c1ccccc1OC(F)F
E in eV: -29366.67946

The geometry in XYZ format:
```
39
Properties=species:S:1:pos:R:3:forces:R:3:lowdin_charge:R:1
C -4.5475 -0.4406 2.0832 -0.1 0.2 -0.1 -0.0968
C -4.7779 0.5470 0.9462 0.1 -0.4 -0.1 -0.2173
C -4.3020 -0.0057 -0.4019 -0.3 0.2 0.0 -0.3783
C -4.6272 0.9538 -1.5446 0.0 -0.3 0.1 -0.0483
N -2.8763 -0.2588 -0.3665 -0.1 0.4 0.1 0.0966
C -2.3342 -1.4781 -0.4942 0.6 0.3 0.1 -0.4821
O -2.9638 -2.5014 -0.6573 0.0 -0.4 0.0 0.0599
C -0.8069 -1.5006 -0.4128 0.1 -0.6 -0.1 -0.0950
O -0.2840 -0.1891 -0.3012 0.2 0.9 0.0 -0.1425
N 1.1005 -0.2267 -0.2381 -0.2 -0.8 0.0 0.0744
C 1.6703 0.9039 -0.1721 -1.0 0.3 0.0 -0.0638
C 3.1099 1.0489 -0.1022 0.7 -0.3 0.0 -0.1310
C 3.6488 2.3360 -0.0860 0.0 -0.2 0.0 -0.0344
C 5.0124 2.5448 -0.0250 0.1 0.1 0.0 -0.0826
C 5.8675 1.4587 0.0238 -0.2 0.0 0.0 -0.0631
C 5.3623 0.1681 0.0121 0.2 -0.1 0.0 -0.0029
C 3.9953 -0.0424 -0.0510 -0.1 0.1 0.0 -0.1553
O 3.4086 -1.3012 -0.0652 0.2 0.9 0.0 0.0692
C 4.1404 -2.4142 -0.0016 0.1 -1.5 0.0 -0.4527
F 4.9023 -2.4987 1.1214 0.0 0.2 0.3 0.0863
F 5.0218 -2.5443 -1.0284 0.0 0.2 -0.3 0.0863
H -4.9150 -0.0332 3.0221 0.0 0.0 0.1 0.0686
H -5.0659 -1.3751 1.8833 0.0 -0.1 0.0 0.0781
H -3.4880 -0.6591 2.1934 0.1 -0.1 0.1 0.0679
H -4.2500 1.4811 1.1558 0.0 0.1 0.0 0.1116
H -5.8422 0.7746 0.8700 0.0 0.1 0.0 0.1112
H -4.7709 -0.9779 -0.5855 0.0 0.1 0.0 0.1449
H -4.2670 0.5511 -2.4878 0.0 0.0 -0.1 0.0796
H -4.1559 1.9201 -1.3747 0.0 0.1 0.0 0.0772
H -5.7011 1.1009 -1.6181 -0.1 0.1 0.0 0.0770
H -2.2591 0.5282 -0.2345 0.1 -0.1 0.0 0.1406
H -0.4180 -1.9938 -1.3112 -0.1 0.1 0.1 0.1336
H -0.5148 -2.1048 0.4548 -0.1 0.1 -0.1 0.1340
H 1.0964 1.8343 -0.1693 -0.1 -0.1 0.0 0.1336
H 2.9767 3.1807 -0.1244 -0.1 0.1 0.0 0.1117
H 5.4063 3.5493 -0.0154 0.0 0.1 0.0 0.1038
H 6.9352 1.6062 0.0717 0.1 0.0 0.0 0.1082
H 6.0510 -0.6603 0.0524 0.0 -0.1 0.0 0.1138
H 3.4622 -3.2815 -0.0212 0.2 0.4 0.0 0.1780
```
Positions in Å, forces in eV/Å.

Density functional theory data (wB97M-V/def2-TZVPD) for a molecular structure, C14H23MnNS4.

Results
E_HOMO (alpha / beta) in eV: -6.452 / -6.616
M in g mol⁻¹: 388.6
2S+1: 6
LUMO (alpha / beta) in eV: 0.19 / 0.17
Expectation value of S²: 8.7621
Kohn-Sham gap (alpha / beta) in eV: 6.6 / 6.8
E in eV: -91043.32127

The geometry in XYZ format:
```
43
Properties=species:S:1:pos:R:3:forces:R:3:lowdin_charge:R:1
Mn 0.0000 0.0000 0.0000 0.0 0.0 0.3 0.0055
S -0.2921 -2.3651 -0.4857 0.0 -1.3 -0.8 0.8011
S -0.3376 2.3807 -0.3884 0.0 1.3 -0.8 0.7998
C 0.8302 -3.4232 0.4801 -0.1 0.2 -0.3 -0.3409
C 0.4730 -2.4105 -2.1662 -0.3 -0.2 0.6 -0.4066
C 1.2913 -1.1758 -2.4674 0.0 0.3 0.0 -0.2727
N 0.4928 0.0307 -2.1856 0.1 0.0 -0.6 -0.1672
C 1.1657 1.3041 -2.4953 0.0 -0.3 0.0 -0.2686
C 0.2625 2.4591 -2.1301 -0.2 0.2 0.6 -0.4132
H -0.3564 -2.5109 -2.8639 -0.1 0.0 -0.1 0.0725
H 1.0727 -3.3121 -2.2476 0.1 -0.1 0.0 0.0849
H 1.6173 -1.2069 -3.5116 0.0 0.0 -0.1 0.1240
H 2.1809 -1.1359 -1.8446 0.1 0.0 0.2 0.1085
H 1.4279 1.3708 -3.5555 0.0 0.0 -0.1 0.1242
H 2.0911 1.3387 -1.9271 0.1 0.0 0.2 0.1156
H -0.6355 2.4639 -2.7454 -0.1 -0.1 -0.1 0.0718
H 0.7587 3.4135 -2.2796 0.1 0.1 0.0 0.0837
C 0.9085 3.3829 0.4820 -0.2 -0.2 -0.3 -0.3446
H -0.3510 -0.0167 -2.7528 -0.1 0.0 0.0 0.1165
H 1.9040 2.9738 0.3578 0.1 -0.2 0.0 0.0207
H 0.6370 3.3705 1.5311 0.0 -0.1 0.1 0.0465
H 0.8570 4.4015 0.1121 -0.1 0.1 -0.1 0.0361
H 0.4835 -3.3850 1.5064 -0.1 0.1 0.1 0.0459
H 1.8528 -3.0671 0.4284 0.1 0.2 0.0 0.0287
H 0.7549 -4.4412 0.1129 -0.1 -0.1 0.0 0.0361
C -3.3302 -0.0587 -0.2159 -0.3 0.0 -0.2 -0.1854
C -3.0328 -0.0879 -1.5054 0.1 0.0 -0.2 -0.1080
H -3.5028 0.8719 0.3097 0.0 0.0 0.0 0.0431
H -3.4145 -0.9641 0.3716 0.0 0.0 -0.1 0.0327
H -2.9486 0.8175 -2.0929 0.0 0.1 0.0 0.0445
H -2.8603 -1.0185 -2.0311 0.0 -0.1 0.0 0.0426
S -1.3994 -0.0296 1.8550 0.7 -0.1 1.2 0.5482
C -0.0470 -0.1174 3.0488 0.0 0.0 -0.2 -0.6301
C -0.4427 -0.2009 4.3925 0.8 0.0 0.2 -0.1533
C 0.5010 -0.2736 5.4154 0.0 0.0 -0.3 -0.1144
C 1.8593 -0.2643 5.1106 -0.1 0.0 -0.3 -0.1160
C 2.2774 -0.1820 3.7818 -0.6 0.0 0.4 -0.1545
C 1.3468 -0.1075 2.7331 -0.1 0.0 0.0 -0.6293
S 2.0541 -0.0041 1.0661 0.1 0.0 0.8 0.5163
H -1.4948 -0.2093 4.6503 0.0 0.0 -0.2 0.0868
H 0.1774 -0.3370 6.4463 0.0 0.0 0.0 0.0919
H 2.5910 -0.3207 5.9061 0.0 0.0 0.0 0.0909
H 3.3388 -0.1762 3.5670 -0.1 0.0 -0.2 0.0855
```
Positions in Å, forces in eV/Å.

Density functional theory data (wB97M-V/def2-TZVPD) for a molecular structure, C22H32AuBN10.

Results
E_HOMO (alpha / beta) in eV: -16.466 / -16.466
M in g mol⁻¹: 644.3
Energy above the lowest of the compared OMol25 structures with the same formula, charge and spin in kcal per mole: 0.0
2S+1: 2
LUMO (alpha / beta) in eV: -11.52 / -12.82
Expectation value of S²: 0.7548
Net charge: +3
Kohn-Sham gap (alpha / beta) in eV: 4.9 / 3.6
E in eV: -42574.74117

The geometry in XYZ format:
```
66
Properties=species:S:1:pos:R:3:forces:R:3:lowdin_charge:R:1
Au 0.5358 1.1655 0.0924 -0.1 0.1 -0.1 1.4187
C -0.1763 1.8124 3.9131 0.0 0.0 0.0 -0.0037
C -0.6940 0.7041 3.0620 0.0 0.0 0.0 -0.3255
C -1.2896 -0.5021 3.4259 0.0 0.0 0.0 0.0415
C -1.6420 -1.1316 2.2417 0.0 0.0 0.0 -0.0242
N -1.2890 -0.3657 1.2014 0.0 0.0 0.2 0.0205
N -0.7119 0.7893 1.7219 0.1 -0.1 -0.2 -0.0312
B -1.7041 -0.5068 -0.3494 -0.1 0.1 -0.1 -0.6274
N -2.0612 0.9445 -0.7842 0.0 0.1 0.0 0.0361
C -3.1706 1.5287 -1.2488 0.0 0.0 0.0 0.0356
C -2.9237 2.8847 -1.4054 0.0 0.0 0.0 0.0549
C -1.6066 3.1056 -1.0094 0.0 0.0 0.0 -0.2642
C -0.7946 4.3509 -0.9586 0.0 0.0 0.0 0.0030
N -1.1258 1.9005 -0.6561 0.1 0.0 0.1 -0.0899
N -0.4366 -0.8973 -1.2734 0.0 0.0 -0.1 0.0297
C -0.2482 -1.9509 -2.0828 -0.1 0.0 0.0 -0.0117
C 0.7994 -1.6878 -2.9514 0.0 0.0 0.0 0.0390
C 1.2472 -0.4034 -2.6542 0.1 0.0 0.0 -0.3130
C 2.2975 0.4239 -3.3144 0.0 0.0 0.0 -0.0047
N 0.4912 0.0661 -1.6499 -0.1 0.1 0.0 -0.0548
N -2.8444 -1.4213 -0.5115 0.0 0.0 -0.1 -0.0196
C -3.9980 -1.5049 0.2352 0.0 0.1 0.0 -0.0705
C -4.9387 -2.1266 -0.5202 -0.1 0.0 0.0 0.0177
C -4.3123 -2.3816 -1.7714 0.0 0.0 0.0 -0.3149
C -4.9084 -3.0344 -2.9733 0.0 0.0 0.0 -0.0080
N -3.0722 -1.9393 -1.7675 0.1 -0.1 0.0 0.1173
H -1.0038 2.2743 4.4531 0.0 0.0 0.0 0.1114
H 0.3000 2.5879 3.3130 0.0 0.0 0.0 0.0800
H 0.5228 1.4471 4.6660 0.0 0.0 0.0 0.0982
H -1.4956 -0.8478 4.4259 0.0 0.0 0.0 0.1361
H -2.1523 -2.0697 2.0847 0.0 0.0 0.0 0.1457
H -4.0545 0.9401 -1.4428 0.0 0.0 0.0 0.1521
H -3.6092 3.6318 -1.7684 0.0 0.0 0.0 0.1374
H -1.3788 5.1923 -1.3215 0.0 0.0 0.0 0.1038
H 0.0925 4.2675 -1.5891 0.0 0.0 0.0 0.0894
H -0.4872 4.5797 0.0637 0.0 0.0 0.0 0.0900
H -0.9156 -2.7946 -2.0347 0.0 0.0 0.0 0.1341
H 1.1436 -2.3224 -3.7516 0.0 0.0 0.0 0.1362
H 2.0741 0.5171 -4.3773 0.0 0.0 0.0 0.1122
H 3.2815 -0.0432 -3.2459 0.0 0.0 0.0 0.0949
H 2.3312 1.4323 -2.9003 0.0 0.0 0.0 0.0816
H -4.0751 -1.1039 1.2331 0.0 0.0 0.0 0.1234
H -5.9448 -2.3776 -0.2285 0.0 0.0 0.0 0.1245
H -5.8032 -3.5902 -2.7034 0.0 0.0 0.0 0.0896
H -4.2007 -3.7177 -3.4385 0.0 0.0 0.0 0.0858
H -5.1898 -2.2885 -3.7172 0.0 0.0 0.0 0.0911
C 2.5769 0.5555 2.2695 0.1 0.0 0.0 -0.0784
C 3.8831 -0.2059 2.7566 0.0 0.0 0.0 -0.0182
N 4.4370 -0.7460 1.5455 -0.1 0.1 0.0 -0.0036
C 3.6944 -1.8452 0.9887 0.0 0.0 0.0 -0.0154
C 2.2766 -1.2168 0.6493 0.0 0.0 0.0 -0.0649
N 2.3436 0.2613 0.8294 0.0 0.1 0.0 -0.2690
C 3.4744 0.8104 0.0252 0.0 -0.1 0.0 -0.0722
C 4.8486 0.2448 0.5887 0.0 0.0 0.0 -0.0175
H 2.6891 1.6303 2.3992 0.0 0.0 0.0 0.1416
H 1.7258 0.2056 2.8455 0.0 0.0 0.0 0.1054
H 3.6352 -1.0110 3.4443 0.0 0.0 0.0 0.1551
H 4.5811 0.4871 3.2225 0.0 0.0 0.0 0.1585
H 3.5908 -2.6454 1.7193 0.0 0.0 0.0 0.1586
H 4.1893 -2.2150 0.0939 0.0 0.0 0.0 0.1544
H 1.5134 -1.6099 1.3195 0.0 0.0 0.0 0.1388
H 2.0071 -1.4532 -0.3776 0.1 0.0 0.0 0.1085
H 3.4777 1.8971 0.0907 0.0 0.0 0.0 0.1417
H 3.3398 0.5062 -1.0097 0.0 0.0 0.0 0.0951
H 5.4285 1.0236 1.0782 0.0 0.0 0.0 0.1550
H 5.4294 -0.2108 -0.2109 0.0 0.0 0.0 0.1579
```
Positions in Å, forces in eV/Å.